a:
C7H13NO | ωB97M-V with the def2-TZVPD basis set

```
22
Properties=species:S:1:pos:R:3
C -1.496 2.187 -0.206
C 0.521 0.828 -2.151
C 0.473 -1.614 2.332
C -1.056 0.755 -0.121
C 0.717 -0.716 -0.069
C 0.031 0.240 -0.855
N 1.443 -1.785 -0.579
C 0.475 -0.531 1.295
O -2.113 -0.022 0.329
H -1.877 -0.953 0.194
H 1.696 -1.714 -1.554
H 2.208 -2.098 0.003
H 0.520 0.475 1.699
H -1.988 2.477 0.726
H -0.649 2.855 -0.373
H -2.217 2.329 -1.017
H 1.446 0.355 -2.490
H 0.728 1.898 -2.052
H -0.223 0.716 -2.949
H 0.579 -2.608 1.893
H 1.265 -1.478 3.075
H -0.483 -1.597 2.871
```

Its LUMO energy is 0.031 Eh. As for the SMILES: C/C=C(N)/C(C)=C(/C)O. The value obtained for the frontier orbital gap is 7.9 eV.

Want to see where the charge sits? The Mulliken charges in e are: number 1, C, carries -1.610; number 2, C, carries -1.357; number 3, C, carries -1.344; number 4, C, carries 0.137; number 5, C, carries 0.430; number 6, C, carries 0.801; number 7, N, carries -0.553; number 8, C, carries -0.333; number 9, O, carries -0.510; number 10, H, carries 0.445; number 11, H, carries 0.225; number 12, H, carries 0.234; number 13, H, carries 0.397; number 14, H, carries 0.405; number 15, H, carries 0.355; number 16, H, carries 0.310; number 17, H, carries 0.362; number 18, H, carries 0.301; number 19, H, carries 0.314; number 20, H, carries 0.370; number 21, H, carries 0.317; number 22, H, carries 0.304



b:
C7H13NO | ωB97M-V with the def2-TZVPD basis set

```
22
Properties=species:S:1:pos:R:3
C -0.359 0.683 -1.495
C -1.770 0.093 -1.206
C -1.830 -0.192 0.307
C 0.253 -0.479 1.920
C 1.750 -0.363 1.526
C 1.818 0.361 0.250
C 0.505 -0.126 -0.395
H -0.463 0.852 -3.366
H -0.326 1.786 -1.372
H -1.892 -0.852 -1.711
H -2.704 0.799 -1.565
H -2.311 -1.099 0.608
H -2.315 0.572 0.880
H 0.118 0.223 2.761
H -0.069 -1.571 2.145
H 2.280 0.100 2.365
H 2.252 -1.383 1.388
H 1.996 1.439 0.364
H 2.740 0.017 -0.220
H 0.592 -1.011 -1.037
N -0.352 -0.193 0.671
O 0.086 0.345 -2.816
```

Its LUMO energy is 0.037 Eh. As for the SMILES: O[C@H]1CCN2CCC[C@H]12. The value obtained for the frontier orbital gap is 8.6 eV.

Want to see where the charge sits? The Mulliken charges in e are: number 1, C, carries -0.013; number 2, C, carries -0.587; number 3, C, carries -0.758; number 4, C, carries -0.714; number 5, C, carries -0.572; number 6, C, carries -0.595; number 7, C, carries -0.114; number 8, H, carries 0.320; number 9, H, carries 0.346; number 10, H, carries 0.275; number 11, H, carries 0.326; number 12, H, carries 0.313; number 13, H, carries 0.304; number 14, H, carries 0.311; number 15, H, carries 0.288; number 16, H, carries 0.364; number 17, H, carries 0.221; number 18, H, carries 0.349; number 19, H, carries 0.277; number 20, H, carries 0.091; number 21, N, carries 0.116; number 22, O, carries -0.550



Which is the most stable structure? b is the most stable.



a:
CH4N3 | ωB97M-V with the def2-TZVPD basis set

```
8
Properties=species:S:1:pos:R:3
C -0.253 0.211 0.134
N -1.158 -0.750 -0.008
N -1.329 0.842 -0.007
N 1.987 0.002 0.234
H -1.510 -1.378 0.757
H -2.189 1.193 -0.394
H 2.029 -0.835 -0.260
H 2.424 0.715 -0.457
```

Its LUMO energy (spin up / spin down) is -0.273 / -0.274 Eh. The value obtained for the frontier orbital gap (spin up / spin down) is 9.0 / 8.9 eV. As for the net charge: +1.

Want to see where the charge sits? The Mulliken charges in e are: number 1, C, carries 0.310; number 2, N, carries -0.251; number 3, N, carries -0.072; number 4, N, carries -0.313; number 5, H, carries 0.321; number 6, H, carries 0.374; number 7, H, carries 0.303; number 8, H, carries 0.327



b:
CH4N3 | ωB97M-V with the def2-TZVPD basis set

```
8
Properties=species:S:1:pos:R:3
C -0.212 0.414 0.107
N 2.103 -0.197 0.026
N 1.096 0.237 -0.326
N -1.286 -0.278 -0.244
H -0.427 1.445 0.436
H 2.180 -0.690 0.973
H -2.220 0.168 -0.119
H -1.233 -1.098 -0.853
```

Its LUMO energy (spin up / spin down) is -0.205 / -0.205 Eh. As for the SMILES: [H]/N=N\C=[NH2+]. The value obtained for the frontier orbital gap (spin up / spin down) is 9.4 / 9.4 eV. As for the net charge: +1.

Want to see where the charge sits? The Mulliken charges in e are: number 1, C, carries 0.181; number 2, N, carries -0.210; number 3, N, carries 0.133; number 4, N, carries -0.284; number 5, H, carries 0.298; number 6, H, carries 0.302; number 7, H, carries 0.298; number 8, H, carries 0.281



Which is the most stable structure? b is the most stable.



a:
CH4N3 | ωB97M-V with the def2-TZVPD basis set

```
8
Properties=species:S:1:pos:R:3
C -1.638 -0.011 0.088
N -2.736 -0.212 -0.046
N 0.547 0.841 0.071
N 1.583 -0.060 0.007
H -3.705 -0.133 0.011
H 1.785 -0.920 0.574
H 2.191 0.729 0.235
H 1.972 -0.233 -0.939
```

Its LUMO energy (spin up / spin down) is -0.227 / -0.234 Eh. The value obtained for the frontier orbital gap (spin up / spin down) is 9.1 / 9.2 eV. As for the net charge: +1.

Want to see where the charge sits? The Mulliken charges in e are: number 1, C, carries -0.200; number 2, N, carries 0.120; number 3, N, carries -0.306; number 4, N, carries -0.061; number 5, H, carries 0.322; number 6, H, carries 0.372; number 7, H, carries 0.377; number 8, H, carries 0.375



b:
CH4N3 | ωB97M-V with the def2-TZVPD basis set

```
8
Properties=species:S:1:pos:R:3
C 0.440 0.287 -0.214
N -2.013 0.245 0.275
N -0.867 -0.165 -0.177
N 1.620 0.260 0.286
H -2.754 -0.313 -0.323
H -0.800 -1.018 -0.750
H 2.051 -0.037 1.129
H 2.323 0.742 -0.226
```

Its LUMO energy (spin up / spin down) is -0.208 / -0.212 Eh. The value obtained for the frontier orbital gap (spin up / spin down) is 9.1 / 8.9 eV. As for the net charge: +1.

Want to see where the charge sits? The Mulliken charges in e are: number 1, C, carries 0.227; number 2, N, carries -0.406; number 3, N, carries 0.186; number 4, N, carries -0.198; number 5, H, carries 0.312; number 6, H, carries 0.291; number 7, H, carries 0.268; number 8, H, carries 0.320



Which is the most stable structure? b is the most stable.



a:
C4H7NO3 | ωB97M-V with the def2-TZVPD basis set

```
15
Properties=species:S:1:pos:R:3
C 2.745 0.152 -0.463
C 0.717 -0.433 0.546
C -0.675 -1.208 0.352
C -1.565 -0.036 -0.127
H 3.653 -0.424 0.178
H 3.095 0.107 -1.415
H 2.644 1.178 -0.052
H 1.293 -0.629 1.411
H -1.299 -1.499 1.270
H -0.870 -1.796 -0.641
H -1.373 2.131 -0.238
N -0.805 1.180 -0.276
O 1.458 -0.453 -0.471
O -2.653 -0.177 -0.545
O 0.090 0.858 0.963
```

Its LUMO energy is 0.031 Eh. As for the SMILES: CO[C@@H]1CC(=O)NO1. The value obtained for the frontier orbital gap is 10.4 eV.

Want to see where the charge sits? The Mulliken charges in e are: number 1, C, carries -0.719; number 2, C, carries 0.264; number 3, C, carries -0.500; number 4, C, carries 0.320; number 5, H, carries 0.230; number 6, H, carries 0.305; number 7, H, carries 0.333; number 8, H, carries 0.441; number 9, H, carries 0.286; number 10, H, carries 0.268; number 11, H, carries 0.317; number 12, N, carries -0.272; number 13, O, carries -0.326; number 14, O, carries -0.535; number 15, O, carries -0.411



b:
C4H7NO3 | ωB97M-V with the def2-TZVPD basis set

```
15
Properties=species:S:1:pos:R:3
O 2.486 0.368 -0.935
C 1.417 0.565 -1.451
O 1.320 1.223 -2.608
C 0.128 -0.090 -1.052
C 0.038 -0.400 0.448
C -1.270 -0.048 1.104
N -1.395 -0.492 2.392
O -2.143 0.642 0.621
H 2.128 1.673 -2.880
H 0.192 -0.967 -1.708
H -0.801 0.448 -1.239
H 0.862 -0.074 1.082
H 0.028 -1.492 0.508
H -2.141 -0.135 2.964
H -0.849 -1.221 2.755
```

Its LUMO energy is 0.026 Eh. As for the SMILES: NC(=O)CCC(=O)O. The value obtained for the frontier orbital gap is 10.8 eV.

Want to see where the charge sits? The Mulliken charges in e are: number 1, O, carries -0.565; number 2, C, carries 0.444; number 3, O, carries -0.447; number 4, C, carries -0.451; number 5, C, carries -0.679; number 6, C, carries 0.570; number 7, N, carries -0.368; number 8, O, carries -0.619; number 9, H, carries 0.343; number 10, H, carries 0.257; number 11, H, carries 0.358; number 12, H, carries 0.486; number 13, H, carries 0.257; number 14, H, carries 0.231; number 15, H, carries 0.183



Which is the most stable structure? b is the most stable.



a:
C4H7NO3 | ωB97M-V with the def2-TZVPD basis set

```
15
Properties=species:S:1:pos:R:3
C -1.190 0.568 -0.099
C 1.076 0.303 -0.484
C 1.750 0.337 0.794
C 2.095 -0.821 -0.216
H -3.599 -1.365 -0.486
H -3.222 0.977 0.203
H 1.135 1.010 -1.295
H 1.286 -0.067 1.600
H 2.609 0.964 1.312
H 1.836 -1.728 0.008
H 2.841 -0.785 -1.168
N -2.514 0.312 -0.053
O -2.914 -1.058 0.294
O -0.965 1.721 -0.106
O -0.223 -0.367 -0.304
```

Its LUMO energy is 0.023 Eh. As for the SMILES: O=C(NO)OC1CC1. The value obtained for the frontier orbital gap is 10.6 eV.

Want to see where the charge sits? The Mulliken charges in e are: number 1, C, carries 0.508; number 2, C, carries -0.018; number 3, C, carries -0.477; number 4, C, carries -0.720; number 5, H, carries 0.348; number 6, H, carries 0.268; number 7, H, carries 0.481; number 8, H, carries 0.295; number 9, H, carries 0.215; number 10, H, carries 0.346; number 11, H, carries 0.214; number 12, N, carries -0.085; number 13, O, carries -0.441; number 14, O, carries -0.567; number 15, O, carries -0.366



b:
C4H7NO3 | ωB97M-V with the def2-TZVPD basis set

```
15
Properties=species:S:1:pos:R:3
C -2.462 -0.251 -0.571
N -1.433 0.318 0.299
C 2.071 0.178 0.103
C -0.229 -0.579 0.544
C 0.758 0.173 -0.193
O 2.972 0.924 -0.583
O 2.670 -0.607 1.002
O -0.258 -1.533 1.274
H 3.616 -0.403 1.017
H 2.498 1.458 -1.234
H -1.841 0.517 1.211
H -0.204 0.980 -0.476
H -2.809 -1.223 -0.206
H -2.035 -0.382 -1.564
H -3.314 0.429 -0.625
```

Its LUMO energy is 0.020 Eh. As for the SMILES: CNC(=O)C=C(O)O. The value obtained for the frontier orbital gap is 9.3 eV.

Want to see where the charge sits? The Mulliken charges in e are: number 1, C, carries -0.816; number 2, N, carries -0.302; number 3, C, carries 0.651; number 4, C, carries 0.237; number 5, C, carries -0.437; number 6, O, carries -0.514; number 7, O, carries -0.425; number 8, O, carries -0.576; number 9, H, carries 0.357; number 10, H, carries 0.336; number 11, H, carries 0.251; number 12, H, carries 0.330; number 13, H, carries 0.325; number 14, H, carries 0.272; number 15, H, carries 0.311



c:
C4H7NO3 | ωB97M-V with the def2-TZVPD basis set

```
15
Properties=species:S:1:pos:R:3
C 0.767 1.229 1.162
C 1.004 -0.567 -0.806
C 2.356 -0.554 -0.058
C -2.883 -0.468 -0.378
N 1.246 0.183 0.403
O -0.398 1.599 1.032
O -1.940 -1.247 -0.488
O -2.832 0.740 0.093
H 1.050 -0.091 -1.833
H 0.345 -1.406 -0.733
H 2.621 -1.385 0.544
H 3.100 0.013 -0.642
H -3.844 -0.786 -0.598
H 1.285 1.728 1.952
H -1.876 1.012 0.350
```

Its LUMO energy is 0.029 Eh. As for the SMILES: O=CN1CC1.O=CO. The value obtained for the frontier orbital gap is 10.8 eV.

Want to see where the charge sits? The Mulliken charges in e are: number 1, C, carries 0.008; number 2, C, carries -0.474; number 3, C, carries -0.282; number 4, C, carries 0.087; number 5, N, carries -0.023; number 6, O, carries -0.658; number 7, O, carries -0.535; number 8, O, carries -0.424; number 9, H, carries 0.218; number 10, H, carries 0.271; number 11, H, carries 0.270; number 12, H, carries 0.237; number 13, H, carries 0.429; number 14, H, carries 0.400; number 15, H, carries 0.476



d:
C4H7NO3 | ωB97M-V with the def2-TZVPD basis set

```
15
Properties=species:S:1:pos:R:3
O -1.781 0.013 1.165
C -0.873 0.409 0.365
N -0.870 1.759 0.020
C 0.102 2.429 -0.738
O -0.033 3.622 -0.802
C 0.129 -0.523 -0.115
C 0.042 -1.986 0.254
O 1.367 -2.552 0.084
H -1.447 2.372 0.492
H 0.869 1.968 -1.273
H 1.273 -0.275 -0.134
H 0.055 -0.426 -1.274
H -0.228 -1.941 1.425
H -0.471 -2.583 -0.378
H 1.868 -2.285 0.908
```

Its LUMO energy is 0.017 Eh. As for the SMILES: O=CNC(=O)CCO. The value obtained for the frontier orbital gap is 10.8 eV.

Want to see where the charge sits? The Mulliken charges in e are: number 1, O, carries -0.629; number 2, C, carries 0.544; number 3, N, carries -0.130; number 4, C, carries 0.003; number 5, O, carries -0.513; number 6, C, carries -0.428; number 7, C, carries -0.451; number 8, O, carries -0.554; number 9, H, carries 0.239; number 10, H, carries 0.412; number 11, H, carries 0.361; number 12, H, carries 0.283; number 13, H, carries 0.229; number 14, H, carries 0.308; number 15, H, carries 0.328



Which is the most stable structure? d is the most stable.